74
Properties=species:S:1:pos:R:3:forces:R:3:mulliken_charge:R:1 method="wB97M-V/def2-TZVPD" multiplicity=1 homo_ev="-10.28 / -9.69" e_lumo_ev="-3.99 / -4.55" charge=+1
H -1.8340 2.5214 -1.6341 0.2 -0.1 0.0 0.525
H 3.0753 -0.5748 -0.2083 -0.3 0.1 -0.1 0.534
C 1.7035 3.6319 1.2834 0.0 0.0 -0.1 -1.632
H -3.9490 0.8502 -1.0528 0.1 -0.2 0.0 0.440
H 2.0564 4.5559 1.7705 -0.1 -0.2 -0.2 0.356
O -2.0228 -0.7514 3.7379 -0.2 -0.7 0.0 -0.535
H 0.4610 -3.5783 0.6576 0.2 0.2 -0.2 0.393
P -1.6429 0.3273 -0.6743 1.0 -0.4 -0.2 0.760
H 3.4533 1.5015 2.2036 -0.1 0.0 0.2 0.405
H -3.7605 -0.7852 -0.3579 0.1 0.2 -0.2 0.355
H 1.1746 -3.5199 -0.9911 0.1 -0.1 0.4 0.129
C 2.7787 -0.9813 -4.7335 -0.3 0.4 -0.4 -0.736
H -3.3967 -0.5049 -2.0894 -0.1 0.1 0.1 0.400
H -2.3753 3.6836 2.0610 0.2 0.1 0.0 0.426
H -2.2768 1.1701 4.8123 0.0 0.2 0.1 0.189
H -1.0559 4.3383 1.0601 -0.1 0.0 0.1 0.384
H -1.0639 1.4005 -2.7887 -0.1 0.1 0.3 0.241
C 2.9120 1.3554 3.1465 0.3 -0.1 0.0 -1.870
Bi -0.6134 -0.2182 1.8382 -1.2 0.2 2.0 1.120
C 2.1634 -0.3606 -0.7895 0.6 -0.1 -0.6 -0.483
H -1.2523 -2.0406 -1.2676 0.2 0.3 0.0 0.507
H -2.7631 2.6507 3.9564 0.0 0.0 0.2 0.396
C 1.1970 -3.0771 0.0096 0.2 -0.5 -0.2 -1.029
H -0.2404 -0.9547 -2.2803 -0.2 -0.1 0.1 -1.529
C -3.3554 -0.0708 -1.0862 -0.2 0.1 0.0 -1.341
P 0.7940 -1.3403 -0.1333 -0.2 0.8 0.3 0.448
H 1.6245 -0.0143 5.1068 -0.1 0.0 0.1 0.393
H 1.9120 0.4769 -6.0468 -0.1 -0.2 0.0 0.454
C -0.6678 -0.7037 -4.3405 0.4 0.7 -0.9 -0.848
O -2.3757 -2.7573 2.7702 0.2 0.5 0.1 -0.627
H -1.5409 -2.6415 -3.9993 0.1 0.3 -0.2 0.339
H -1.3423 -2.1815 -5.6965 0.0 -0.1 0.3 0.420
C 0.9394 2.7837 2.2470 1.0 -0.5 0.6 1.200
C 0.4470 -2.9868 -4.7782 -0.5 -0.2 -0.1 -1.196
H 0.9487 -2.8339 -5.7411 -0.1 -0.2 0.4 0.329
H 2.3409 -0.6510 -1.8323 0.0 0.2 0.3 -0.348
H 0.1465 -4.0410 -4.7474 0.1 0.2 -0.1 0.458
H 3.4214 -1.5122 -5.4558 -0.1 0.2 0.2 0.356
C 1.5497 -0.4056 -5.5079 0.9 -0.2 -0.1 -1.032
H -1.7087 2.7638 5.3801 -0.1 -0.1 -0.1 0.302
H 1.2972 -3.5320 -2.8498 0.1 0.3 0.0 0.489
C -3.3585 -2.4240 4.9111 0.4 -0.3 -0.2 0.006
C 1.3874 -2.7763 -3.6292 1.1 0.1 -0.2 0.009
H -0.1226 2.0771 -1.4484 -0.2 -0.1 0.1 0.142
C -1.3336 4.0287 2.0739 -0.1 0.2 -0.1 -1.785
H 0.6188 1.1215 6.0216 0.0 -0.1 -0.1 0.328
H 3.0220 0.3044 3.4388 0.0 0.2 -0.1 0.423
H 2.5852 3.1005 0.9061 -0.1 0.2 0.0 0.360
H 2.2001 -3.1736 0.4479 -0.3 -0.1 -0.1 0.434
C -1.9475 2.1597 4.4925 -0.3 -0.2 0.2 -1.394
C 1.4766 1.7498 3.0427 -0.3 0.5 -0.5 0.366
H 0.4557 1.0922 -4.3591 -0.2 -0.2 0.1 0.383
H -1.5670 -0.2167 -3.9479 0.4 -0.1 0.2 0.815
H 3.4288 1.9601 3.9109 -0.1 -0.2 -0.2 0.308
C 2.4317 -1.9271 -3.6227 -0.1 -1.2 -0.3 -0.889
C -1.1112 1.7021 -1.7363 -0.2 0.3 -0.3 -1.082
Cl -5.0379 -1.9077 4.6400 0.2 0.1 0.1 -0.161
C 0.6454 0.4685 5.1379 0.1 -0.2 -0.1 -1.135
C 0.4194 0.0370 -4.6371 -1.2 -0.2 -0.1 0.153
H 1.0745 3.9316 0.4344 0.2 0.0 0.1 0.360
C -0.4200 2.9691 2.5895 -0.8 -0.8 1.2 0.378
C -0.6265 -1.1300 -1.2724 -0.1 0.0 0.0 0.850
H 3.3704 -0.1301 -4.3575 -0.1 -0.4 0.0 0.340
C -0.8515 -2.1506 -4.7094 -0.1 -0.1 -0.2 -0.777
H 1.2322 -1.1283 -6.2688 0.0 0.5 0.2 0.233
H -3.3728 -3.5186 4.9338 0.1 0.4 -0.1 0.331
H -1.2924 4.9259 2.7136 0.0 -0.2 -0.2 0.315
C -0.7492 2.0696 3.6319 -0.1 1.1 -1.5 0.373
Cl -2.7097 -1.9116 6.5002 -0.2 0.1 -0.6 -0.155
H 3.2214 -2.0672 -2.8795 -0.4 0.1 0.0 0.807
H 1.9739 0.7230 -0.7739 -0.1 -0.4 0.3 0.110
C -2.5008 -1.9417 3.6850 -0.1 -0.2 0.3 0.338
H -0.1361 -0.2846 5.2600 0.0 0.0 0.1 0.104
C 0.4358 1.2751 3.9118 0.7 0.3 -0.2 0.572

74
Properties=species:S:1:pos:R:3:forces:R:3:mulliken_charge:R:1 method="wB97M-V/def2-TZVPD" multiplicity=1 homo_ev="-8.76 / -8.73" e_lumo_ev="-3.22 / -4.17" charge=+1
H -1.2638 0.0777 3.7467 0.0 -0.2 0.1 0.421
O 4.8124 -0.2944 -0.4750 -0.9 0.6 -0.8 -0.576
H -3.2478 1.1405 -3.8504 0.5 -0.1 0.2 0.289
H -2.2552 3.0811 -1.1795 -2.1 2.1 -2.4 0.306
H -0.5731 2.0022 -2.8856 -0.9 1.1 -0.6 0.930
H 4.8313 -1.7824 3.0815 -0.1 0.0 -0.2 0.286
H -1.2184 -1.6478 3.3187 0.1 0.2 0.2 0.232
H -0.1757 -2.5863 -3.4463 0.3 -0.4 0.0 0.384
H -2.8261 -1.1186 -4.2908 0.4 0.0 0.0 0.399
H 4.5438 -1.4344 1.3498 0.0 -0.3 0.5 0.199
C 0.1651 3.4655 -0.9975 -1.4 1.1 -0.3 -1.121
C -2.2060 1.8758 1.0404 -0.7 0.5 1.4 -0.928
Cl 3.6629 2.7486 -1.5177 0.0 -0.3 -0.4 -0.134
H 1.3634 -3.5513 3.8869 -0.1 0.0 -0.3 0.286
C 2.7604 0.2614 2.7802 -1.1 -0.6 0.3 0.637
H -1.8167 1.5075 1.9954 0.2 0.4 -0.2 -0.198
H -2.6240 2.8924 1.1877 0.0 -0.4 0.3 0.554
H 3.5274 2.2431 2.6296 0.2 -0.1 0.0 0.293
H -0.1102 2.0161 3.5219 0.1 0.1 0.1 0.317
H 3.8860 -2.9184 2.0947 0.2 0.0 0.0 0.348
H -5.0553 -0.1258 -1.2188 0.3 0.1 -0.1 0.483
H -4.3003 1.9076 -0.5203 0.2 0.1 -0.2 0.475
H 1.1531 1.9753 4.7709 -0.1 0.0 -0.3 0.322
C -3.8186 1.6361 -1.4622 0.0 0.2 -0.4 -1.277
H 1.4897 2.7035 3.1850 -0.2 0.0 0.2 0.384
P -0.6210 -2.1862 -1.1611 0.6 3.1 0.7 0.672
H -1.5417 0.0910 -0.9846 1.2 -0.1 -0.2 -0.192
H -4.2801 2.2592 -2.2480 -0.1 -0.2 0.4 0.465
C -0.6226 0.6391 -1.2908 -2.4 1.9 -4.5 -0.054
C 0.6703 -0.6372 3.1668 0.2 0.3 -1.3 0.228
P -0.9736 2.1694 -0.3318 2.6 -4.0 2.0 1.034
H -2.0483 -2.3950 -2.4074 -1.9 0.2 -1.1 0.637
H -4.4216 0.0059 -2.8398 0.1 0.1 0.4 0.435
H -1.7233 1.2505 -4.6902 -0.2 -0.3 0.2 0.531
C 3.7794 0.1967 -0.8737 -1.2 -1.4 2.1 -0.077
H -2.3272 -2.4497 0.5905 0.7 -0.1 -0.4 0.326
C 2.8469 -1.1381 2.5885 -0.8 0.7 0.2 0.883
H 0.2301 -3.3247 2.5351 0.0 -0.2 0.1 0.203
O 2.5752 0.0680 -0.2845 1.1 0.1 -1.3 -0.556
C 0.4256 -2.7297 -2.5418 -0.5 -1.2 -0.3 -1.072
C 3.7507 1.0571 -2.0931 0.1 0.6 -0.5 0.066
Lu 0.5988 -0.1907 0.2254 4.1 -0.7 5.3 1.087
H 0.4282 4.1498 -0.1914 -0.1 0.1 0.0 0.463
C -1.5426 1.5516 -2.6670 2.5 -0.1 3.2 0.089
H -0.4169 4.0154 -1.7677 0.6 0.1 0.3 0.537
H 4.5655 1.1200 3.5492 -0.1 0.1 -0.3 0.314
H -3.0580 1.2226 0.7347 1.0 0.4 0.1 0.312
C 3.8911 1.2089 2.6799 0.4 0.3 -0.2 -1.432
C 1.5648 -1.6965 2.8123 0.3 0.7 -0.8 0.461
C 1.4261 0.5814 3.1592 0.3 -0.8 -0.9 0.687
C 1.2576 -3.1440 2.8675 0.0 -0.6 0.0 -1.641
H -0.5491 -1.0948 4.8700 -0.2 0.1 -0.4 0.348
H -1.0618 -0.9289 -4.2131 -0.3 0.0 0.2 0.441
C -0.6525 -0.8328 3.7976 -0.7 -0.2 0.6 -1.602
H 1.1167 3.1155 -1.4194 -0.5 -0.6 0.2 -0.015
C -1.7763 -3.1186 -0.0946 -0.4 -1.1 -0.9 -1.228
C -2.0079 -0.6520 -3.7236 0.1 -0.8 0.6 -0.982
H 0.0507 0.4642 -2.1358 0.9 -1.1 1.1 0.045
H -2.4997 -3.5756 -0.7893 -0.1 -0.3 0.7 0.521
C 0.9635 1.8842 3.6871 -0.1 0.5 0.2 -1.760
C -2.3329 2.0377 -1.4922 -1.6 3.3 -0.3 -0.347
H 1.3453 -2.1429 -2.6555 -0.3 0.0 0.5 0.212
Cl 2.3599 0.5978 -3.1532 0.5 0.4 -0.1 -0.119
H 4.4721 0.9973 1.7686 0.0 0.2 0.3 0.232
C -2.0973 -1.2842 -2.2977 1.2 -2.9 -0.5 -0.340
H 4.6740 0.9337 -2.6540 -0.2 0.1 -0.1 0.464
H 1.9360 -3.7060 2.2086 -0.3 0.0 0.2 0.402
H 0.6898 -3.7784 -2.4151 0.1 -0.1 -0.3 0.463
C -4.1425 0.1363 -1.7812 -1.1 0.8 -0.2 -1.328
H -3.1711 -1.1823 -0.4115 0.1 -0.1 -0.1 0.245
C -3.0765 -0.7806 -1.4079 -0.7 -0.7 0.6 0.204
C 4.0978 -1.8595 2.2642 0.3 -0.1 -0.4 -1.364
C -2.1857 0.8662 -3.7663 -0.3 -0.4 -1.8 -1.646
H -1.2903 -3.8659 0.5327 0.1 -0.1 -0.3 0.440

79
Properties=species:S:1:pos:R:3:forces:R:3:mulliken_spin:R:1 method="wB97M-V/def2-TZVPD" multiplicity=4 homo_ev="-5.19 / -5.19" e_lumo_ev="0.01 / 0.08" charge=0
H -1.9440 4.8122 -2.4874 0.4 -0.5 0.5 0.000
H -0.3763 7.2323 1.8022 -0.2 -0.1 0.2 0.000
C -1.0879 -3.0929 0.0336 -0.2 0.6 -0.6 0.000
H -2.5051 0.8531 5.3385 0.4 -0.4 0.0 0.000
C -0.6279 4.0896 2.3780 1.3 -0.4 0.6 -0.002
H -2.1595 -2.6644 -4.6053 0.1 0.2 0.2 0.000
C 3.6652 -2.9290 -1.2951 -0.2 -0.5 0.3 0.000
C -1.2626 -2.2739 -1.2627 -1.1 -0.8 -1.4 0.001
C -1.9117 -3.7242 2.2213 -0.2 0.3 -0.3 0.000
H 0.1363 -3.9618 -4.7271 -0.1 -0.3 0.2 0.000
H 2.8437 0.1619 -2.2599 0.0 -0.5 -0.1 0.000
C -0.0345 -1.4768 5.0015 -0.4 0.5 -0.2 0.000
H 0.8293 -3.8763 -0.5260 -0.4 -0.1 0.3 0.000
O -0.2246 -1.6075 -1.7365 3.5 2.2 1.2 0.000
C -1.7518 -2.0794 -3.7699 0.1 0.0 0.1 0.000
H 2.9454 -3.7600 -1.4333 0.2 0.5 0.0 0.000
Cl -1.8680 1.1351 0.4947 0.1 0.6 0.4 -0.009
H -2.1225 -1.5917 -1.1515 -0.5 -0.2 0.5 0.000
H -1.3369 -1.0101 6.6591 0.0 0.0 -0.2 0.000
N 1.1926 -1.8534 2.9839 0.8 -0.1 -0.2 0.001
C 0.0508 -3.8714 0.2464 0.0 0.0 0.3 -0.001
N -0.1534 5.3116 2.5809 0.0 -0.6 0.2 -0.001
H 4.2688 -3.1256 -0.3935 -0.2 0.0 -0.4 0.000
H -2.5175 -1.3802 -3.4136 0.1 0.0 -0.1 0.000
H 1.2613 4.8755 -3.3816 0.0 -0.2 0.0 0.000
Cl 2.2439 3.7703 0.2713 0.0 0.2 0.0 -0.006
O 2.0611 -0.1456 0.3528 0.5 -0.9 0.0 -0.002
H -2.0063 3.6229 -1.1189 0.3 0.2 -0.5 0.000
C -0.7974 -4.5378 2.4187 -0.1 0.0 -0.3 0.000
H -0.7054 4.8597 -1.2031 -0.1 -0.4 -0.3 0.000
H 0.1949 -5.6150 -4.0518 0.0 0.2 -0.2 0.000
C -0.9600 6.4950 2.3664 -0.4 -0.1 -0.1 0.000
N 3.0002 -1.6312 -1.1595 -0.4 0.1 1.1 0.000
H 3.3442 -1.3200 -3.1633 0.0 0.3 0.0 0.000
H 1.6976 4.5131 3.1186 -0.1 0.3 -0.1 0.000
Si -0.3135 3.0130 -2.8940 0.3 -0.2 1.0 -0.002
C 0.3432 -1.0729 3.6945 -0.2 0.3 -0.2 -0.002
H 2.1542 3.4381 -2.8140 -0.4 0.2 -0.3 0.000
C 1.1662 5.4636 3.2012 0.2 -0.2 0.1 0.000
C -0.8856 -4.2332 -2.8277 -0.1 0.6 -0.2 0.000
C -1.1807 0.6297 3.6735 0.3 0.0 0.6 0.001
C -1.3229 -2.9691 -2.6330 -1.2 -2.1 0.9 0.000
H -1.9231 3.2194 -4.7612 0.2 -0.2 0.2 0.000
C -1.0275 -0.7534 5.6487 0.4 0.0 -0.6 0.000
H 1.7444 6.2325 2.6760 -0.3 -0.1 0.1 0.000
C -0.4389 -4.7250 -4.1716 0.1 -0.2 -0.4 0.000
H -1.6728 1.4036 3.0760 0.2 -0.3 0.4 -0.001
H 4.3173 -2.9090 -2.1724 0.0 0.1 0.3 0.000
H -1.6057 3.9777 1.8847 0.1 0.1 0.2 0.000
H -0.7214 -4.9135 -2.0007 0.0 0.2 0.1 0.000
H 1.4822 3.5087 -4.4789 0.2 0.0 0.0 0.000
H 0.4341 -2.3705 5.4154 -0.2 0.3 0.0 0.000
C -1.3257 4.1692 -1.8081 -0.3 0.3 0.3 0.001
H 1.2025 -1.7668 1.9725 -0.3 0.0 0.5 0.000
C 1.3077 3.7802 -3.4351 0.0 -0.1 0.0 0.000
C 2.6782 -0.9184 -2.3981 -0.2 0.2 0.0 0.000
H 1.0566 -5.2496 1.5432 -0.1 0.1 0.2 0.000
H 1.6289 -1.1129 -2.6794 0.2 0.0 0.3 0.000
H -1.2670 -5.0226 -4.8281 0.0 0.0 0.0 0.000
N -0.1017 0.0553 3.0848 -0.7 -0.5 0.6 -0.001
C -1.3998 2.3862 -4.2679 0.3 0.1 0.1 0.000
O 0.0529 3.0653 2.7092 -1.1 1.3 -0.5 0.000
C -2.0532 -2.9862 1.0415 0.4 -0.3 -0.1 0.000
H -0.7730 1.8832 -5.0049 -0.2 -0.2 -0.1 0.000
H -2.7034 -3.6658 2.9612 0.2 0.0 0.1 0.000
H -0.7109 -5.1322 3.3217 0.0 0.0 0.0 0.000
H -1.8442 6.2017 1.7860 0.2 0.2 0.1 0.000
H -2.8938 -2.3075 0.8579 0.2 -0.4 0.2 0.000
C -1.6480 0.2950 4.9471 -0.1 0.2 -0.6 0.000
H 1.0717 5.7029 4.2697 -0.1 0.1 -0.3 0.000
C 2.6010 -1.2496 0.0598 0.3 0.5 -1.2 0.001
Cl 0.3482 1.2258 -1.6841 -0.5 1.3 -2.3 0.000
Nd 0.7222 1.7487 0.9131 -0.5 -2.2 0.3 3.021
H 1.4015 -2.7737 3.3479 -0.2 0.2 -0.2 0.000
C 0.1842 -4.6071 1.4294 0.1 0.2 -0.4 0.000
H -2.1429 1.7071 -3.8517 0.0 -0.1 -0.1 0.000
H -1.2993 6.8986 3.3330 0.2 0.1 -0.3 0.000
H 2.8728 -1.9852 0.8400 -0.2 0.4 -0.1 0.000
H -0.8974 -1.4849 -4.1055 -0.2 0.0 -0.2 0.000

87
Properties=species:S:1:pos:R:3:forces:R:3:mulliken_charge:R:1 method="wB97M-V/def2-TZVPD" multiplicity=1 homo_ev=-10.39 e_lumo_ev=-3.06 charge=+1
C -2.5913 2.1340 2.7259 -0.1 0.0 0.0 0.613
H -3.3039 -6.2313 1.7365 0.0 0.0 0.0 0.401
H -3.0573 -3.7563 1.9486 0.0 0.0 0.0 0.436
H -1.4175 3.9164 3.0547 0.0 0.0 0.0 0.377
H 3.0339 0.1103 3.1657 0.0 0.0 0.0 0.124
H -0.7711 -0.1447 5.1379 0.0 0.0 0.0 0.324
H 5.1305 -0.6080 1.3543 0.0 0.0 0.0 0.318
C -0.8536 3.7679 -2.3382 0.0 0.0 0.0 0.662
H 5.1284 3.7011 -1.6211 0.0 0.0 0.0 0.433
O 0.8018 0.1331 -1.0877 -0.1 0.0 0.0 -0.230
N -3.0953 -0.7246 -1.0636 0.0 -0.1 0.0 -0.467
O 2.7703 0.3543 0.5304 0.0 0.0 0.0 0.496
H -3.2193 -4.7457 -1.3878 0.0 0.0 0.0 0.271
H 0.6955 -0.1921 6.1270 0.0 0.0 0.0 0.435
Cl -0.5745 0.9923 -5.8907 0.0 0.0 0.0 -0.186
Cl -0.1661 5.9630 -3.7454 0.0 0.0 0.0 -0.166
C -1.5417 -5.1614 -3.8631 0.0 0.0 0.0 -1.042
H -2.3527 -6.2232 0.2499 0.0 0.0 0.0 0.290
H 1.9053 4.5396 0.1597 0.0 0.0 0.0 0.228
H 5.3322 0.5866 0.0589 0.0 0.0 0.0 0.349
C 0.6571 1.8065 1.1068 0.0 -0.1 0.0 0.362
H 3.0009 -0.0355 4.9336 0.0 0.0 0.0 0.464
N -2.5393 -4.1458 -1.8289 0.0 0.0 0.0 0.007
O 0.4552 -0.3308 2.7729 0.0 0.0 0.0 0.105
C -0.6859 2.0758 -4.5659 0.0 0.0 0.0 -0.055
O -1.3896 1.7672 -1.0637 0.0 0.0 0.0 0.028
C -2.1824 3.5438 2.3731 0.0 0.0 0.0 -1.241
H 2.0210 -2.1453 -0.0733 0.0 0.0 0.0 -0.012
H -3.1722 1.5832 0.7216 0.0 0.0 0.0 0.045
H 3.0992 -2.1382 1.3425 0.0 0.0 0.0 0.127
H 3.8735 3.2999 -2.8053 0.0 0.0 0.0 0.326
P -0.4298 0.5920 1.8822 0.0 0.0 0.0 -1.201
Cl -0.9573 4.7759 -0.9422 0.0 0.0 0.0 -0.136
P 1.6047 1.0622 -0.2357 0.1 0.1 0.0 -0.515
C 3.5934 -0.6755 -0.1444 0.0 -0.1 0.0 0.556
C -1.7344 -3.4404 -1.0503 -0.1 0.0 0.1 0.271
H -1.5967 -5.7768 1.7763 0.0 0.0 0.0 0.326
C -4.0205 -1.3801 -0.6768 0.0 0.1 0.0 1.000
H 2.5596 -1.4202 3.9247 0.0 0.0 0.0 0.285
N -1.8974 -3.4803 0.2714 0.0 0.0 0.0 0.174
H 3.6610 2.7811 0.1939 0.0 0.0 0.0 0.282
H 3.6543 -2.8149 -0.1975 0.0 0.0 0.0 0.484
Ti -1.2695 -0.1382 -1.2235 -0.1 -0.1 -0.4 0.560
O -1.2371 0.2873 -3.0263 0.1 0.0 0.1 -0.596
C -1.0152 1.5769 -3.3204 0.0 0.0 0.1 0.100
H 2.1779 4.7933 -1.5696 0.0 0.0 0.0 0.180
O -1.3836 1.2909 2.8839 0.1 0.1 0.0 -0.210
H 0.0496 2.6034 0.6721 0.0 0.0 0.0 -0.390
C -2.5167 -5.7062 1.1967 0.0 0.0 0.0 -1.143
Cl -0.0031 4.0803 -6.2366 0.0 0.0 0.0 -0.183
H -1.2468 -2.9179 0.7972 0.0 0.0 0.0 -0.095
C 1.0634 0.1106 4.0396 0.0 0.0 0.0 0.808
O -1.0912 -0.2518 0.8329 -0.1 0.1 0.0 -0.086
C -1.1070 2.4167 -2.2083 0.1 -0.1 0.0 -0.189
C 3.2535 3.1194 -0.7630 0.0 0.1 0.0 0.744
H 3.4383 5.2200 -0.4009 0.0 0.0 0.0 0.470
O -4.9281 -2.0191 -0.3002 0.0 0.0 0.0 -0.601
H -3.7754 0.4849 1.9849 0.0 0.0 0.0 0.312
H 3.4857 -0.5304 -1.2222 0.0 0.0 0.0 0.463
H 5.6823 -1.1177 -0.2473 0.0 0.0 0.0 0.433
C 0.2615 -0.4881 5.1720 0.0 0.0 0.0 -1.534
H -1.8274 3.5992 1.3444 0.0 0.0 0.0 0.036
S -0.4494 -2.4825 -1.7054 0.0 0.1 0.0 -0.556
C 3.0525 -2.0280 0.2579 0.0 0.0 0.0 -0.890
C 5.0205 -0.4334 0.2831 0.0 0.0 0.0 -1.549
O 2.1765 2.1925 -1.1431 0.0 0.0 0.0 0.041
H -3.0032 2.1023 3.7330 0.0 0.0 0.0 0.282
H 1.0014 1.2019 4.0779 0.0 0.0 0.0 0.346
C -0.5091 4.2845 -3.5900 0.0 0.0 0.0 0.170
C -2.5135 -4.1404 -3.2960 0.0 0.0 0.0 -0.596
H -1.7924 -6.1699 -3.5320 0.0 0.0 0.0 0.335
H 0.2784 -1.5764 5.1066 0.0 0.0 0.0 0.323
H -3.5316 -4.3481 -3.6230 0.0 0.0 0.0 0.464
C -2.9117 -4.2496 0.9889 0.0 -0.1 0.0 -0.764
H 4.7018 2.0096 -1.9183 0.0 0.0 0.0 0.337
H -2.2565 -3.1341 -3.6207 0.0 0.0 0.0 0.214
C 2.5064 -0.3339 4.0093 0.0 0.0 0.0 -1.229
H -1.5818 -5.1414 -4.9518 0.0 0.0 0.0 0.379
H -4.4931 2.0857 1.7773 0.0 0.0 0.0 0.546
H 1.3368 2.2360 1.8464 0.0 0.0 0.0 0.875
H -3.0538 4.1940 2.4540 0.0 0.0 0.0 0.516
H -0.5227 -4.9324 -3.5526 0.0 0.0 0.0 0.277
C -0.4303 3.4443 -4.6990 0.0 0.0 0.0 0.512
C 2.6531 4.5004 -0.6325 0.0 0.0 0.0 -1.187
H -3.8634 -4.1564 0.4629 0.0 0.0 0.0 0.425
C -3.5594 1.5242 1.7385 0.0 0.0 0.0 -1.198
C 4.3053 3.0222 -1.8434 0.0 0.0 0.0 -1.502

Maximum force? In order: 0.045 0.132 0.084 0.008 hartree/bohr.
Relative energy (zero: lowest compared OMol25 entry of this formula, charge and spin)? In order: 0.0 1281.8 349.3 0.0 kJ/mol.